{"formula": "C18H35F4O5P", "method": "wB97M-V/def2-TZVPD", "symbols": ["C", "C", "P", "C", "C", "O", "C", "C", "O", "C", "C", "F", "F", "C", "F", "F", "H", "H", "H", "H", "H", "H", "H", "H", "H", "H", "H", "H", "H", "H", "H", "H", "H", "C", "C", "O", "C", "H", "H", "H", "H", "H", "H", "C", "C", "O", "C", "H", "H", "H", "H", "H", "H", "C", "C", "O", "C", "H", "H", "H", "H", "H", "H"], "coordinates": [[1.64517, 1.95264, 1.74045], [2.11156, 1.77069, 0.17961], [0.95891, 0.56806, -0.83146], [0.46037, -0.93687, 0.24666], [-0.54808, 1.66939, -1.28242], [-1.85580, 1.09806, -0.93290], [-2.17653, 1.24558, 0.49421], [-3.26964, 0.02810, 0.83810], [-2.63656, -1.28326, 1.04279], [-2.49648, -1.44786, 2.52383], [-2.90842, 2.65314, 0.90521], [-2.71672, 2.80291, 2.39652], [-2.32103, 3.87074, 0.30145], [-4.52393, 2.70654, 0.63560], [-5.21521, 2.47104, 1.95260], [-4.85239, 4.12575, 0.26669], [2.60877, 1.94097, 2.44052], [0.89313, 1.14475, 2.13360], [1.12936, 3.00554, 1.95194], [1.94738, 2.83249, -0.34055], [3.25532, 1.52784, 0.03038], [1.43876, -1.58547, 0.44337], [-0.27197, -1.63007, -0.35618], [0.01860, -0.66806, 1.29629], [-0.53437, 1.75627, -2.47320], [-0.35049, 2.75149, -0.88426], [-1.23068, 1.13568, 1.21365], [-3.90646, 0.25265, 1.80534], [-4.02960, -0.10814, -0.07239], [-3.47214, -1.86530, 3.02383], [-1.54784, -2.13473, 2.75563], [-2.23426, -0.40398, 3.04052], [-4.91232, 2.01435, -0.22384], [2.85959, 3.21389, -4.93605], [2.85723, 3.68120, -3.50516], [3.20385, 2.93664, -2.58963], [2.41427, 5.09485, -3.23772], [3.20183, 2.17439, -4.97771], [1.84749, 3.26552, -5.34538], [3.54120, 3.83054, -5.52719], [1.38250, 5.23040, -3.57140], [3.07622, 5.79530, -3.75313], [2.46370, 5.29320, -2.16172], [-3.20063, -5.59610, 5.53993], [-2.23235, -4.88560, 4.63249], [-1.86467, -3.73540, 4.86608], [-1.73132, -5.63687, 3.42803], [-3.47646, -4.93295, 6.36671], [-4.10518, -5.85857, 4.98544], [-2.73310, -6.49362, 5.95242], [-2.57023, -5.90126, 2.77952], [-1.19816, -6.53617, 3.74654], [-1.04002, -5.00058, 2.86518], [4.93795, -1.16819, -3.08363], [3.67841, -1.84351, -2.61106], [3.26342, -1.68990, -1.46350], [2.94620, -2.71419, -3.59694], [5.35894, -0.57280, -2.26650], [5.67262, -1.91995, -3.38310], [4.71132, -0.50289, -3.92047], [3.59200, -3.53470, -3.91936], [2.63070, -2.11763, -4.45660], [2.05632, -3.13598, -3.11762]], "e_homo_ev": -7.4004, "smiles": "CCP(C)CO[C@H](COC)C(F)(F)C(F)F.CC(C)=O.CC(C)=O.CC(C)=O", "homo_lumo_gap_ev": 8.00, "charge": 0}